Entry 1:
Molecular formula: C26H18BrCl5NO9PS2W
Method: DFT, ωB97M-V with the def2-TZVPD basis set

Output
E_HOMO   -14.222 eV
Net charge   +2
Total energy   -7812.88478 a.u.

The geometry in XYZ format:
```
64
Properties=species:S:1:pos:R:3:forces:R:3:mulliken_charge:R:1
W -0.079 0.597 0.682 0.25 0.24 -0.28 0.316
Cl -3.117 -5.638 -2.484 0.00 0.00 0.00 -0.126
C -2.498 -4.199 -1.815 0.01 0.00 0.01 0.266
C -2.258 -3.094 -2.637 -0.01 0.01 0.01 0.300
Cl -2.586 -3.173 -4.310 0.00 0.00 0.00 -0.123
C -1.732 -1.925 -2.095 -0.01 -0.02 -0.01 0.578
Cl -1.467 -0.534 -3.054 0.00 -0.01 -0.01 -0.088
C -1.436 -1.881 -0.740 -0.01 0.00 -0.02 -1.732
O -0.887 -0.747 -0.217 0.04 -0.04 0.23 1.678
C -1.688 -2.965 0.090 0.02 -0.01 0.01 0.917
Cl -1.267 -2.872 1.756 0.00 0.02 0.00 -0.108
C -2.218 -4.132 -0.446 -0.01 0.00 -0.01 0.255
Cl -2.486 -5.485 0.560 0.00 0.00 0.00 -0.142
Br -3.741 0.644 -0.355 0.00 0.02 0.01 0.024
C -3.279 0.618 1.458 -0.01 -0.01 0.02 0.211
C -4.329 0.697 2.373 0.00 0.01 0.00 -0.769
C -4.072 0.606 3.723 0.00 0.00 0.00 -0.614
C -2.760 0.401 4.145 0.00 0.00 0.01 -0.701
C -1.788 0.343 3.185 0.01 0.00 -0.01 0.689
N -2.013 0.475 1.861 -0.12 0.00 0.00 0.150
C -0.373 0.053 3.532 -0.02 -0.01 0.00 0.183
O 0.088 -0.091 4.609 0.00 -0.01 -0.01 -0.500
O 0.380 -0.092 2.384 -0.12 -0.10 -0.05 -0.490
H -5.334 0.820 1.998 0.00 0.00 0.00 0.509
H -4.880 0.670 4.439 0.00 0.00 0.00 0.495
H -2.486 0.282 5.184 0.00 0.00 0.00 0.592
O -0.557 2.477 -2.822 0.01 0.00 0.00 -0.625
S -0.037 2.328 -1.520 -0.09 0.02 0.01 1.532
O -1.038 2.048 -0.400 -0.10 0.00 -0.02 -0.546
O 0.831 1.122 -1.291 -0.05 -0.02 0.14 -0.348
C 0.706 3.846 -1.011 0.01 -0.01 0.01 0.105
C 0.846 4.798 -2.003 0.00 0.00 0.00 -0.583
C 1.303 6.076 -1.684 0.00 0.00 0.00 -0.749
C 1.600 6.401 -0.378 0.00 0.00 0.00 -0.670
C 1.468 5.446 0.630 0.00 -0.01 0.00 -0.666
C 1.024 4.176 0.325 -0.01 0.00 0.00 -0.110
S 1.051 3.010 1.650 0.04 -0.02 0.02 1.498
O 1.642 1.778 0.982 0.12 0.02 0.07 -0.524
O 1.761 3.543 2.743 0.00 0.02 -0.01 -0.613
O -0.306 2.447 1.944 0.01 -0.09 -0.08 -0.528
H 0.577 4.552 -3.021 0.00 0.00 0.00 0.573
H 1.412 6.811 -2.470 0.00 0.00 0.00 0.442
H 1.946 7.394 -0.126 0.00 0.00 0.00 0.451
H 1.732 5.685 1.651 0.00 0.00 0.00 0.582
C 3.473 0.031 -0.291 0.00 -0.01 0.00 -1.508
P 2.030 -0.906 0.241 0.02 0.02 0.02 1.985
C 2.516 -1.744 1.755 0.00 0.00 0.00 -1.645
C 1.682 -2.130 -1.016 -0.01 0.00 0.00 0.519
C 1.409 -3.451 -0.653 0.00 0.00 0.01 -0.470
C 1.145 -4.394 -1.634 -0.01 0.00 0.00 -0.868
C 1.147 -4.022 -2.973 0.00 0.00 0.00 -0.532
C 1.422 -2.710 -3.336 0.00 0.00 0.00 -0.797
C 1.689 -1.762 -2.363 0.01 0.00 -0.01 -0.651
H 3.254 0.631 -1.170 0.00 0.00 0.00 0.365
H 4.246 -0.702 -0.532 0.00 0.00 0.00 0.532
H 3.815 0.674 0.516 0.00 0.00 0.00 0.442
H 3.373 -2.378 1.519 0.00 0.00 0.00 0.576
H 1.707 -2.348 2.158 0.00 0.00 0.00 0.376
H 2.803 -1.001 2.497 0.00 0.00 0.00 0.457
H 1.412 -3.756 0.386 0.00 0.00 0.00 0.472
H 0.948 -5.420 -1.353 0.00 0.00 0.00 0.503
H 0.943 -4.761 -3.737 0.00 0.00 0.00 0.477
H 1.433 -2.426 -4.380 0.00 0.00 0.00 0.450
H 1.898 -0.742 -2.657 0.00 -0.01 0.00 0.324
```
Forces are in eV/Å.

Entry 2:
Molecular formula: C18H19NO8
Method: DFT, ωB97M-V with the def2-TZVPD basis set

Output
E_HOMO   -7.623 eV
Total energy   -1353.91784 a.u.

The geometry in XYZ format:
```
46
Properties=species:S:1:pos:R:3:forces:R:3:mulliken_charge:R:1
C -1.073 4.660 0.213 -0.04 2.02 1.24 -0.680
O -0.245 3.571 0.510 0.01 -2.09 -0.71 -0.314
C -0.440 2.504 -0.326 -1.47 0.87 -1.61 -0.107
O -1.025 2.542 -1.405 0.70 0.87 1.64 -0.585
C 0.008 1.206 0.153 -0.42 -1.80 1.46 1.708
C -0.932 0.190 0.286 2.64 1.81 0.51 -0.642
C -2.379 0.493 0.057 -0.90 -0.88 -0.20 0.506
O -3.035 -0.296 -0.587 -0.23 1.15 0.56 -0.569
O -2.864 1.639 0.677 1.36 -1.30 -0.48 -0.223
C -4.181 2.016 0.314 -1.05 -0.18 -0.47 -0.812
N -0.453 -1.086 0.684 -1.14 0.17 -0.99 0.292
C -0.834 -2.221 -0.072 1.29 -2.17 1.60 -0.028
C -0.369 -3.472 0.295 -0.32 1.22 -0.58 -0.983
C 0.602 -3.610 1.381 -0.05 1.11 0.34 -0.221
C 1.085 -2.491 1.985 -0.08 -2.20 -0.79 -1.630
C 0.643 -1.095 1.699 -1.05 0.26 0.76 2.519
C 0.109 -0.572 3.059 0.70 0.18 0.68 -1.775
C 1.740 -0.168 1.217 -1.01 2.21 -2.29 0.301
C 3.121 -0.551 1.508 1.66 -0.97 1.55 -0.158
O 3.462 -0.661 2.686 0.12 0.14 -2.35 -0.578
O 3.881 -0.881 0.407 -0.40 0.75 1.29 -0.268
C 5.273 -1.176 0.679 0.21 -0.10 -0.42 -0.751
C 1.404 0.978 0.506 0.11 -2.91 0.18 0.752
C 2.441 1.898 -0.030 0.46 1.07 0.57 -0.482
O 3.144 2.510 0.744 0.11 -0.26 -0.85 -0.547
O 2.423 2.080 -1.373 -0.46 -0.26 0.91 -0.305
C 3.096 3.247 -1.864 -0.52 0.45 0.29 -0.761
H -0.864 5.067 -0.752 0.12 0.19 -0.74 0.336
H -0.814 5.439 0.982 -0.32 -0.75 -0.74 0.253
H -2.141 4.445 0.284 0.15 -0.34 0.02 0.173
H -4.432 3.015 0.705 0.55 -0.49 0.12 0.261
H -4.914 1.283 0.699 0.34 0.33 -0.21 0.329
H -4.255 2.061 -0.778 -0.08 -0.10 0.15 0.346
H -1.484 -2.137 -0.931 -0.03 0.59 0.25 0.434
H -0.661 -4.362 -0.269 0.02 0.53 0.11 0.357
H 0.908 -4.616 1.730 -0.16 0.84 -0.31 0.394
H 1.776 -2.629 2.800 0.19 0.31 0.13 0.533
H -0.555 0.258 2.927 -0.37 0.63 -0.20 0.339
H 0.943 -0.226 3.713 -0.37 -0.28 -0.61 0.352
H -0.427 -1.332 3.631 -0.01 -0.17 -0.34 0.458
H 5.346 -2.071 1.290 -0.03 0.02 0.22 0.306
H 5.780 -1.395 -0.288 -0.66 0.38 0.61 0.255
H 5.759 -0.330 1.184 -0.22 -0.25 -0.14 0.322
H 2.825 3.329 -2.910 -0.17 0.04 0.02 0.264
H 2.801 4.143 -1.287 0.00 -0.45 -0.31 0.303
H 4.154 3.144 -1.790 0.83 -0.20 0.17 0.328
```
Forces are in eV/Å.

Entry 3:
Molecular formula: CH12BaO9
Method: DFT, ωB97M-V with the def2-TZVPD basis set

Output
E_HOMO   -5.558 eV
Total energy   -747.67277 a.u.

The geometry in XYZ format:
```
23
Properties=species:S:1:pos:R:3:forces:R:3:mulliken_charge:R:1
Ba -0.683 0.094 -0.116 -4.02 2.47 -5.37 2.068
C 2.080 -0.906 -0.585 5.91 -1.78 -3.28 0.641
O 0.908 -1.239 -0.481 -2.19 -3.23 1.08 -0.772
O 2.990 -1.724 -0.492 1.67 -2.28 2.19 -0.799
O 2.418 0.173 -1.170 1.75 2.50 0.85 -0.801
O -0.986 -1.811 1.088 -1.42 -3.60 2.34 -0.518
H -0.857 -2.624 0.600 0.59 -0.35 -0.25 0.242
H -0.958 -2.076 2.007 0.10 -0.25 0.34 0.247
O 0.131 2.176 0.142 0.75 5.20 2.59 -0.576
H -0.739 2.564 0.234 -0.29 0.67 0.20 0.308
H 0.621 2.809 -0.383 0.44 -0.04 -0.30 0.264
O 0.567 1.126 -1.727 -5.28 4.54 -6.37 -0.827
H 0.736 1.562 -2.563 0.15 -0.03 -0.37 0.187
H 1.408 0.737 -1.486 4.50 -1.93 0.95 0.523
O 0.594 0.217 1.686 2.76 0.04 4.50 -0.646
H 0.425 1.124 1.937 0.30 0.56 0.13 0.343
H 1.506 0.065 1.935 0.61 -0.36 -0.02 0.212
O -1.030 -1.119 -1.877 -1.91 -3.40 -4.84 -0.535
H -1.444 -1.964 -2.051 0.09 -0.64 -0.40 0.211
H -1.426 -0.523 -2.514 -0.01 0.26 -0.66 0.288
O -1.810 0.471 1.665 -3.85 1.61 5.87 -0.546
H -2.753 0.586 1.554 -0.67 0.11 0.03 0.220
H -1.699 0.281 2.597 0.00 -0.07 0.79 0.263
```
Forces are in eV/Å.

Entry 4:
Molecular formula: C16H30GeN5OSV
Method: DFT, ωB97M-V with the def2-TZVPD basis set

Output
E_HOMO (alpha / beta)   -2.790 / -4.360 eV
Net charge   -1
Multiplicity   4
Total energy   -4395.86378 a.u.

The geometry in XYZ format:
```
55
Properties=species:S:1:pos:R:3:forces:R:3:lowdin_spin:R:1
V 0.564 -0.413 -0.820 -1.13 -0.04 0.19 2.691
N 2.706 -4.190 -0.532 0.00 -0.01 0.01 -0.002
C 2.317 -2.869 -0.686 0.01 -0.06 -0.07 0.004
S 1.274 -2.504 -2.040 0.20 -0.09 -0.08 0.022
N 2.803 -2.030 0.173 -0.05 0.02 -0.03 0.015
N 2.385 -0.721 -0.088 1.28 -0.34 0.62 -0.009
C 3.210 0.188 0.299 -0.13 -0.07 -0.01 0.080
C 3.012 1.601 0.058 0.03 0.03 0.03 0.009
C 3.818 2.514 0.749 -0.01 0.02 0.00 0.010
C 3.726 3.874 0.544 0.01 -0.01 0.01 0.004
C 2.802 4.340 -0.400 -0.02 0.01 -0.02 0.012
C 2.011 3.471 -1.113 0.05 0.01 0.00 0.003
C 2.083 2.065 -0.926 -0.05 -0.08 -0.04 0.017
O 1.351 1.275 -1.633 0.25 0.20 -0.04 0.055
H 2.092 -4.859 -0.961 -0.01 0.00 0.00 0.000
H 3.030 -4.420 0.395 0.02 0.00 -0.02 0.000
H 4.104 -0.138 0.830 0.03 0.03 -0.03 0.004
H 4.534 2.124 1.467 0.00 -0.01 0.00 0.000
H 4.354 4.562 1.094 0.00 0.00 0.00 0.000
H 2.709 5.407 -0.575 0.00 0.00 0.00 0.001
H 1.299 3.832 -1.846 0.00 0.00 -0.01 0.000
N 0.421 -0.149 2.595 0.17 -0.11 -0.12 0.010
C -0.744 0.031 3.431 -0.02 0.04 0.02 0.001
C -1.508 -1.268 3.637 -0.04 -0.03 0.04 0.000
C -2.207 -1.875 2.414 -0.07 0.03 -0.06 0.000
C -1.442 -2.860 1.520 0.11 -0.16 0.08 0.000
N -0.855 -2.298 0.303 0.06 0.41 -0.11 0.010
H 1.126 -0.742 3.015 -0.02 0.01 0.04 0.000
H 0.848 0.731 2.344 0.04 0.03 -0.13 0.001
H -1.402 0.748 2.931 0.01 -0.01 -0.02 0.000
H -0.517 0.451 4.425 -0.01 0.01 -0.01 0.000
H -2.280 -1.058 4.386 0.02 -0.03 0.02 0.000
H -0.846 -2.014 4.095 0.02 0.00 -0.04 0.000
H -2.616 -1.074 1.792 0.02 0.03 -0.01 0.000
H -3.070 -2.425 2.800 -0.02 0.01 -0.03 0.000
H -2.151 -3.658 1.258 0.06 -0.05 0.00 0.000
H -0.642 -3.338 2.092 0.02 0.07 0.02 0.000
H -1.592 -1.912 -0.280 -0.07 -0.05 0.01 0.004
H -0.411 -3.019 -0.255 -0.04 -0.08 0.01 0.002
C -1.027 1.351 -3.659 0.06 0.01 0.01 0.009
Ge -2.025 0.781 -2.070 -0.33 0.06 0.12 0.017
C -3.680 1.871 -2.101 -0.05 0.05 -0.04 0.002
C -2.685 -1.038 -2.512 0.00 -0.03 0.00 0.011
C -1.129 0.816 -0.347 -0.48 0.16 -0.34 0.002
H -1.698 1.296 -4.520 0.03 0.02 -0.02 0.001
H -0.159 0.716 -3.832 0.00 -0.01 0.00 0.003
H -0.665 2.373 -3.547 -0.01 0.01 0.00 0.000
H -4.178 1.809 -3.073 -0.02 0.01 0.01 0.000
H -3.445 2.918 -1.899 0.00 0.00 0.00 0.000
H -4.375 1.527 -1.332 0.00 0.00 0.00 0.000
H -3.233 -0.997 -3.457 -0.01 -0.03 0.00 0.001
H -3.370 -1.416 -1.747 0.00 0.01 0.01 0.000
H -1.868 -1.754 -2.627 0.01 0.01 -0.01 0.004
H -1.884 0.502 0.384 0.02 -0.01 0.06 0.003
H -0.878 1.866 -0.158 0.07 -0.01 -0.01 0.003
```
Forces are in eV/Å.

Listing ΔE to the lowest compared entry with this formula, charge and spin for the structures above in their given order: 0.0, 0.0, 928.4, 105.9 kJ/mol.